ORCA calculation (ωB97M-V/def2-TZVPD) on C2H7N2O5Sn as an isolated structure.

XYZ file:
```
17
Properties=species:S:1:pos:R:3
Sn -4.9737 0.1158 1.6658
O -2.2379 0.2309 1.4477
H -1.3751 -0.1517 1.2341
C -1.2343 -2.1340 -0.7722
N -1.3966 -1.3018 -1.9838
O -1.1095 -0.1336 -1.8911
O -1.9029 -1.8298 -2.9470
H -0.3032 -2.0508 -0.2204
H -1.5252 -3.1584 -0.9703
H -1.9594 -1.6784 -0.1298
C 3.2073 1.5467 0.6451
N 1.7656 1.9123 0.6270
O 1.4380 3.0594 0.4831
O 0.9931 0.9921 0.8410
H 3.6485 2.4811 0.2996
H 3.4026 0.6935 0.0094
H 3.5628 1.4065 1.6619
```

Summary:
* orbital gap: 0.1929 Eh
* net charge: +1
* LUMO level: -0.29038 Eh
* ΔE to the lowest compared entry with this formula, charge and spin: 300.5 kJ/mol
* electronic energy: -779.788157 a.u.

Löwdin analysis output, partial charges in e: number 1, Sn, carries 1.52; number 2, O, carries -0.45; number 3, H, carries -0.06; number 4, C, carries 0.03; number 5, N, carries -0.46; number 6, O, carries 0.07; number 7, O, carries 0.08; number 8, H, carries 0.11; number 9, H, carries 0.10; number 10, H, carries 0.04; number 11, C, carries 0.05; number 12, N, carries -0.45; number 13, O, carries 0.09; number 14, O, carries 0.03; number 15, H, carries 0.10; number 16, H, carries 0.10; number 17, H, carries 0.10


ORCA calculation (ωB97M-V/def2-TZVPD) on one molecule with the formula C2H7N2OP.

XYZ file:
```
13
Properties=species:S:1:pos:R:3
C -0.8017 1.4537 -1.5263
C -0.7008 0.9702 -0.3148
N -0.2232 -1.8100 0.6927
N 1.8469 -0.3224 1.0903
O 1.3649 -1.0608 -1.3519
P 0.7263 -0.6561 -0.0981
H -1.4659 2.2685 -1.7805
H -0.2081 1.0432 -2.3278
H -1.2202 1.2745 0.5736
H 0.1412 -2.7375 0.4987
H -1.1963 -1.7675 0.4196
H 2.6255 0.2219 0.7540
H 1.4812 -0.0023 1.9741
```

Summary:
* orbital gap: 0.3936 Eh
* net charge: 0
* LUMO level: 0.03430 Eh
* ΔE to the lowest compared entry with this formula, charge and spin: 46.5 kJ/mol
* electronic energy: -606.536325 a.u.

Löwdin analysis output, partial charges in e: number 1, C, carries -0.09; number 2, C, carries -0.16; number 3, N, carries -0.10; number 4, N, carries -0.09; number 5, O, carries -0.35; number 6, P, carries 0.48; number 7, H, carries 0.05; number 8, H, carries 0.04; number 9, H, carries 0.03; number 10, H, carries 0.05; number 11, H, carries 0.04; number 12, H, carries 0.05; number 13, H, carries 0.05


ORCA calculation (ωB97M-V/def2-TZVPD) on an isolated ion of composition C2H7N2OS and charge +1.

XYZ file:
```
13
Properties=species:S:1:pos:R:3
C -0.1730 0.0822 -0.9544
C 0.7680 -0.1533 0.3709
N -1.4470 -0.5602 -0.7280
N 0.8453 0.8013 1.2194
O -0.4777 1.4921 -0.8728
S 1.2338 -1.7728 0.4575
H 0.1567 -0.1396 -1.9736
H -1.9487 -0.3085 0.0989
H -1.2922 -1.5581 -0.7465
H -1.0859 1.4918 -1.6397
H 0.2529 1.6386 0.9900
H 1.2557 0.8395 2.2298
H 1.9122 -1.8530 1.5486
```

Summary:
* orbital gap: 0.3633 Eh
* net charge: +1
* LUMO level: -0.17118 Eh
* ΔE to the lowest compared entry with this formula, charge and spin: 84.4 kJ/mol
* electronic energy: -663.057447 a.u.

Löwdin analysis output, partial charges in e: number 1, C, carries -0.39; number 2, C, carries -0.58; number 3, N, carries 0.08; number 4, N, carries 0.17; number 5, O, carries -0.05; number 6, S, carries 1.03; number 7, H, carries 0.16; number 8, H, carries 0.10; number 9, H, carries 0.08; number 10, H, carries 0.13; number 11, H, carries 0.16; number 12, H, carries 0.21; number 13, H, carries -0.11


ORCA calculation (ωB97M-V/def2-TZVPD) on an isolated ion of composition C2H7N2OS and charge +1.

XYZ file:
```
13
Properties=species:S:1:pos:R:3
C 1.1101 0.3994 -0.1787
C -2.3161 -0.4065 0.2684
N 1.0888 -0.8607 -0.5610
N 2.2027 0.9910 0.2499
O -1.5604 0.4118 -0.6576
S -0.5214 1.5075 -0.1697
H -2.8708 0.2295 0.9105
H -1.4720 -0.8888 1.0038
H -2.9867 -1.1494 -0.2476
H 1.8231 -1.4920 -0.4897
H 0.1034 -1.2339 -0.4571
H 2.9982 0.5339 -0.0257
H 2.4012 1.9581 0.3544
```

Summary:
* orbital gap: 0.3833 Eh
* net charge: +1
* LUMO level: -0.13515 Eh
* ΔE to the lowest compared entry with this formula, charge and spin: 131.3 kJ/mol
* electronic energy: -663.039598 a.u.

Löwdin analysis output, partial charges in e: number 1, C, carries -0.48; number 2, C, carries -0.10; number 3, N, carries 0.19; number 4, N, carries 0.18; number 5, O, carries -0.63; number 6, S, carries 1.05; number 7, H, carries 0.06; number 8, H, carries 0.13; number 9, H, carries 0.12; number 10, H, carries 0.12; number 11, H, carries 0.14; number 12, H, carries 0.10; number 13, H, carries 0.13


Which value of electronic energy does entry 3 give? -663.057447 a.u.